Computed, not measured: a cluster of 2 separate species, HINOP in total at a distorted geometry, with ωB97M-V/def2-TZVPD.

Geometry as XYZ:
```
5
HINOP | OMol25 | ωB97M-V/def2-TZVPD
P 0.15476 1.33523 -0.38055
N 0.85577 -1.66820 -0.31515
H 0.09280 1.02485 0.96801
I -2.15907 1.53700 -0.96163
O 1.05575 -2.22887 0.68933
```

Properties
- HOMO energy (alpha / beta) (Ha) = -0.307 / -0.332
- E (eV) = -20939.9419
- frontier orbital gap (alpha / beta) (hartree) = 0.2963 / 0.2846
- lowest unoccupied orbital energy (alpha / beta) (eV) = -0.2831 / -1.2790

***

Computed, not measured: a cluster of 2 separate species, C2HN2O2 in total at a distorted geometry, with ωB97M-V/def2-TZVPD.

Geometry as XYZ:
```
7
C2HN2O2 | OMol25 | ωB97M-V/def2-TZVPD
O -0.99685 -1.36119 1.35520
O 2.47961 0.45899 0.19992
C 0.00867 0.07395 -0.15653
H -2.44409 -0.19372 -0.59871
C 1.36331 0.55733 -0.28395
N 0.40125 1.10024 -0.92641
N -0.81191 -0.63562 0.41048
```

Properties
- HOMO energy (alpha / beta) (Ha) = -0.119 / -0.139
- E (eV) = -9159.6763
- total charge = -1
- frontier orbital gap (alpha / beta) (hartree) = 0.2627 / 0.2886
- lowest unoccupied orbital energy (alpha / beta) (eV) = 3.9111 / 4.0679

***

Which relative energy (zero: lowest compared OMol25 entry of this formula, charge and spin) belongs to each record? In order, 115.8; 633.4 kJ/mol.